Record 1
This record from OMol25 describes 2 unconnected molecules or ions with the total composition C6H15O. The level of theory is ωB97M-V with the def2-TZVPD basis set.

XYZ file:
```
22
Properties=species:S:1:pos:R:3
C -0.1259 0.0073 2.2474
C -0.2747 2.6770 -0.5503
C 0.3158 1.8921 0.6069
C -0.7461 1.0786 1.3626
H 0.3384 -0.7149 1.5691
H -0.9258 -0.5020 2.7995
H 0.5807 0.3976 2.9846
H 0.4897 3.2771 -1.0535
H -1.0872 3.3412 -0.2352
H -0.6748 1.9847 -1.2939
H 0.8447 2.5390 1.3176
H 1.0067 1.1474 0.2023
H -1.4149 1.7557 1.9166
H -1.3595 0.5921 0.6009
C 0.5273 -1.7128 -1.7323
O 0.5169 -0.9289 -0.6244
C 0.2225 -3.1918 -1.4207
H 1.5078 -1.6840 -2.2710
H -0.2228 -1.3703 -2.4934
H 0.2036 -3.8080 -2.3273
H -0.7203 -3.2272 -0.8701
H 0.9976 -3.5500 -0.7354
```

Calculated values
- LUMO energy: 4.2 eV
- Energy: -8512.48131 eV
- Gap between HOMO and LUMO: 6.74 eV
- Charge: -1
- Relative energy (zero: lowest compared OMol25 entry of this formula, charge and spin): 1.28 kcal/mol
- Spin multiplicity: 1
- E_HOMO: -0.0920 Eh

Record 2
This record from OMol25 describes 2 unconnected molecules or ions with the total composition C6H15O2. The level of theory is ωB97M-V with the def2-TZVPD basis set.

XYZ file:
```
23
Properties=species:S:1:pos:R:3
C -1.1189 -2.0150 1.8210
O 0.1100 -1.7123 2.4092
C -1.7793 -0.6188 1.2628
C -1.0696 -0.0724 0.0276
C 0.4142 0.1786 0.1818
C 1.1503 0.3356 -1.1242
C 0.5801 1.4857 1.0610
H -1.7720 -2.4908 2.5271
H -0.8965 -2.5496 0.9570
H -2.8873 -0.9251 1.0788
H -1.8276 0.0808 2.1638
H -1.5691 0.7739 -0.4439
H -1.2169 -0.9291 -0.7735
H 0.8679 -0.7105 0.7519
H 2.1784 0.4163 -1.0268
H 0.8256 1.2426 -1.5932
H 1.0160 -0.5389 -1.8150
H -0.1609 1.3429 1.8146
H 0.3705 2.3774 0.4570
H 1.7085 1.5317 1.4238
H 1.0089 0.7163 -4.0263
H 2.1187 1.4405 -3.2391
O 1.9490 0.6402 -3.8954
```

Calculated values
- LUMO energy: 3.1 eV
- Energy: -10558.60047 eV
- Gap between HOMO and LUMO: 5.24 eV
- Charge: -1
- Relative energy (zero: lowest compared OMol25 entry of this formula, charge and spin): 47.16 kcal/mol
- Spin multiplicity: 1
- E_HOMO: -0.0781 Eh

Record 3
This record from OMol25 describes a single C6H15O2P molecule. The level of theory is ωB97M-V with the def2-TZVPD basis set.

XYZ file:
```
24
Properties=species:S:1:pos:R:3
C -0.7128 2.2931 -1.5257
P 0.5404 1.0122 -1.4605
C 0.5946 0.6964 -3.3099
O -0.5954 -0.1138 -0.9351
O 0.1506 -1.2474 -0.1313
C 0.1096 -0.9557 1.2310
C -1.2149 -0.2784 1.7442
C 0.1608 -2.3647 1.7785
C 1.2818 -0.0748 1.6669
H -0.3127 3.1945 -1.7332
H -1.0882 2.1413 -0.4960
H -1.3927 2.1090 -2.4348
H -0.3477 0.9881 -3.8204
H 0.9531 -0.3142 -3.4207
H 1.2219 1.4140 -3.8481
H -1.4159 0.6335 1.2595
H -2.0113 -1.0447 1.5392
H -1.1865 -0.2419 2.8616
H 1.0919 -2.7960 1.4024
H -0.7915 -3.0272 1.3554
H 0.1652 -2.5846 2.8189
H 2.1557 -0.5514 2.2320
H 1.7635 0.4910 0.8350
H 0.8804 0.6217 2.3908
```

Calculated values
- LUMO energy: 0.9 eV
- Energy: -19845.11647 eV
- Gap between HOMO and LUMO: 9.82 eV
- SMILES string: CP(C)OOC(C)(C)C
- Relative energy (zero: lowest compared OMol25 entry of this formula, charge and spin): 143.98 kcal/mol
- Spin multiplicity: 1
- E_HOMO: -0.3276 Eh

Record 4
This record from OMol25 describes a single C6H15O3P molecule. The level of theory is ωB97M-V with the def2-TZVPD basis set.

XYZ file:
```
25
Properties=species:S:1:pos:R:3
C -2.6349 -1.6186 0.4415
C -2.4756 -0.1375 0.0935
C -1.2971 0.5403 0.6587
P 0.2222 0.0975 0.1862
O 1.3394 1.2341 0.4112
C 1.4751 2.1302 1.5343
O 1.3174 -1.3246 0.7317
C 2.4128 -1.8484 -0.0336
O 0.3494 -0.1820 -1.3374
C 0.3264 0.8465 -2.3283
H -2.3053 -1.7423 1.4474
H -3.7329 -1.8768 0.2867
H -2.0946 -2.2050 -0.3209
H -3.3268 0.4264 0.3377
H -2.3820 -0.1578 -1.0699
H -1.1823 0.7485 1.7414
H 0.6091 2.5178 2.0840
H 1.8572 2.9881 1.0089
H 2.2806 1.9910 2.2561
H 2.5204 -2.8611 0.2445
H 3.3877 -1.2902 0.3531
H 2.2771 -1.6738 -1.0625
H 0.6922 0.4394 -3.2447
H 0.9686 1.6035 -2.0887
H -0.6038 1.3548 -2.3309
```

Calculated values
- LUMO energy: 0.9 eV
- Energy: -21894.15166 eV
- Gap between HOMO and LUMO: 8.88 eV
- SMILES string: CCC=P(OC)(OC)OC
- Relative energy (zero: lowest compared OMol25 entry of this formula, charge and spin): 54.33 kcal/mol
- Spin multiplicity: 1
- E_HOMO: -0.2944 Eh

Record 5
This record from OMol25 describes 2 unconnected molecules or ions with the total composition C6H15O3P. The level of theory is ωB97M-V with the def2-TZVPD basis set.

XYZ file:
```
25
Properties=species:S:1:pos:R:3
C 3.1694 -1.5831 -1.3191
O 1.7650 -1.6808 -1.2612
P 0.6148 -1.0212 -0.3351
O 1.1772 0.5114 -0.2768
C 1.1763 -1.5279 1.4652
O 0.0040 -1.5676 2.3340
H 3.4038 -1.8823 -2.2503
H 3.6791 -2.1063 -0.6099
H 3.5370 -0.6664 -1.1873
H 0.6601 1.2338 -0.0083
H 1.6789 -2.4470 1.3748
H 1.8692 -0.5884 1.6935
H -0.2473 -2.5085 2.4692
C -0.9176 2.4352 0.0978
C -1.8784 1.5162 -0.0648
C -2.3004 1.2176 -1.4911
C -2.2571 0.5120 0.9912
H -0.4714 2.5147 1.0630
H -0.5759 3.1981 -0.7094
H -3.2673 0.9555 -1.5219
H -1.9270 2.0658 -2.2133
H -1.8110 0.3537 -1.9433
H -1.9158 1.0191 2.0474
H -1.8116 -0.4636 0.7412
H -3.3541 0.5098 0.9145
```

Calculated values
- LUMO energy: 0.8 eV
- Energy: -21894.11454 eV
- Gap between HOMO and LUMO: 9.06 eV
- SMILES string: COP(O)CO.C=C(C)C
- Relative energy (zero: lowest compared OMol25 entry of this formula, charge and spin): 55.19 kcal/mol
- Spin multiplicity: 1
- E_HOMO: -0.3018 Eh

Record 6
This record from OMol25 describes 2 unconnected molecules or ions with the total composition C6H15OPS. The level of theory is ωB97M-V with the def2-TZVPD basis set.

XYZ file:
```
24
Properties=species:S:1:pos:R:3
C -0.7465 2.0548 1.0820
C 1.9927 -2.8260 -0.2990
C -2.4695 -0.0171 -0.4829
C -0.3648 1.3314 -0.1431
C 1.7059 -1.3302 -0.5326
C -0.9816 -0.0995 -0.2173
O -0.8174 -2.5513 -1.4223
P -0.0977 -1.2709 -1.3282
S 1.6663 0.6108 2.9763
H -0.3117 1.4079 1.9531
H -0.2385 3.1110 1.1631
H -1.8727 2.0834 1.2380
H 1.5609 -3.3992 -1.2287
H 2.9960 -2.9758 -0.1831
H 1.3423 -3.2773 0.4082
H -3.2436 0.4322 0.2712
H -2.6170 0.7107 -1.3194
H -2.8584 -1.0111 -0.6924
H 0.8117 1.1427 -0.0919
H -0.6066 1.8614 -1.0087
H 2.5989 -1.0467 -1.0890
H 1.4842 -0.6166 0.3648
H -0.8758 -0.3847 0.9043
H 2.6833 1.1716 2.5766
```

Calculated values
- LUMO energy (spin up / spin down): -0.9 / -2.8 eV
- Energy: -28632.96911 eV
- Gap between HOMO and LUMO (spin up / spin down): 9.11 / 5.17 eV
- Relative energy (zero: lowest compared OMol25 entry of this formula, charge and spin): 139.61 kcal/mol
- Spin multiplicity: 1
- E_HOMO (spin up / spin down): -0.3663 / -0.2916 Eh

Record 7
This record from OMol25 describes 2 unconnected molecules or ions with the total composition C6H15P3. The level of theory is ωB97M-V with the def2-TZVPD basis set.

XYZ file:
```
24
Properties=species:S:1:pos:R:3
C -1.9838 2.3418 -0.2915
C -0.6652 1.6695 0.2199
C -0.7990 0.2147 0.7749
P -1.4178 -0.9315 -0.4367
P -1.9170 -2.9028 0.0632
H -2.7181 2.2359 0.5867
H -1.8193 3.4145 -0.3547
H -2.3260 1.8034 -1.1969
H -0.4814 2.3067 1.0884
H 0.0875 1.6614 -0.5434
H -1.3182 0.1438 1.6384
H -0.3123 -0.6068 -1.2242
H -2.1994 -0.8281 -1.6085
H -1.5119 -2.8089 1.4686
H -3.3046 -2.4983 0.4802
C 3.4493 -0.1448 -0.3083
C 1.9428 -0.3634 -0.2066
C 1.7130 -1.4543 0.6952
P 1.3754 -2.8771 1.2831
H 3.5149 0.6003 -1.1507
H 3.7854 0.3452 0.6412
H 3.8831 -1.1624 -0.5742
H 1.5910 -0.6513 -1.1844
H 1.4315 0.4925 0.1402
```

Calculated values
- LUMO energy: 0.5 eV
- Energy: -34325.23120 eV
- Gap between HOMO and LUMO: 7.62 eV
- SMILES string: CCC=[PH2]P.CCC#P
- Relative energy (zero: lowest compared OMol25 entry of this formula, charge and spin): 96.93 kcal/mol
- Spin multiplicity: 1
- E_HOMO: -0.2625 Eh

Record 8
This record from OMol25 describes 2 unconnected molecules or ions with the total composition C6H16. The level of theory is ωB97M-V with the def2-TZVPD basis set.

XYZ file:
```
22
Properties=species:S:1:pos:R:3
C 0.3633 -0.5912 -2.4249
C 0.5469 0.2826 -1.2504
C 1.3325 -0.5931 -0.1951
C 1.2081 1.6269 -1.5286
H 1.3927 -0.8533 -2.8468
H -0.3008 -0.0303 -3.2523
H -0.1595 -1.5467 -2.2621
H -0.4317 0.5031 -0.7606
H 2.1005 -0.2752 0.5145
H 0.5286 -1.1003 0.2137
H 1.8700 -1.3337 -0.7577
H 2.1951 1.4309 -1.9651
H 0.6904 2.2352 -2.3377
H 1.2605 2.3351 -0.6469
C -2.3466 -0.5448 2.6604
C -0.8588 0.0338 2.2528
H -2.2270 -1.2412 3.4065
H -2.9830 0.2300 2.9042
H -2.8665 -0.9571 1.8215
H -0.2532 0.6484 3.1091
H -0.1386 -0.8804 1.9813
H -0.9230 0.6212 1.3641
```

Calculated values
- LUMO energy: 1.1 eV
- Energy: -6479.85878 eV
- Gap between HOMO and LUMO: 11.92 eV
- SMILES string: CC(C)C.CC
- Relative energy (zero: lowest compared OMol25 entry of this formula, charge and spin): 41.49 kcal/mol
- Spin multiplicity: 1
- E_HOMO: -0.3989 Eh

Record 9
This record from OMol25 describes 2 unconnected molecules or ions with the total composition C6H16. The level of theory is ωB97M-V with the def2-TZVPD basis set.

XYZ file:
```
22
Properties=species:S:1:pos:R:3
C 0.5716 -0.3311 -1.9851
C -0.5276 0.7213 -1.9164
C -0.0185 2.1040 -2.3795
H 1.3895 -0.1922 -1.2774
H 0.9964 -0.3153 -2.9969
H 0.2628 -1.3764 -1.8832
H -1.3879 0.4525 -2.5420
H -0.8882 0.8319 -0.8966
H 1.0514 2.0940 -2.5944
H -0.5296 2.3777 -3.3091
H -0.2400 2.8726 -1.6375
C -0.0683 -0.0610 3.1421
C 0.2731 -0.5068 1.7121
C -0.2609 -1.9012 1.4114
H -0.1945 -0.8600 3.8628
H 0.6404 0.6825 3.4970
H -1.0177 0.4773 3.1340
H 1.3593 -0.5353 1.5868
H -0.0847 0.2593 1.0234
H 0.1878 -2.4147 0.5549
H -1.3366 -1.8739 1.1788
H -0.1602 -2.5656 2.2790
```

Calculated values
- LUMO energy: 1.1 eV
- Energy: -6481.23265 eV
- Gap between HOMO and LUMO: 12.32 eV
- SMILES string: CCC.CCC
- Relative energy (zero: lowest compared OMol25 entry of this formula, charge and spin): 9.80 kcal/mol
- Spin multiplicity: 1
- E_HOMO: -0.4108 Eh